1.
This record from the Open Molecules 2025 dataset describes the molecule C3H5N3O in a non-equilibrium geometry. The level of theory is ωB97M-V/def2-TZVPD.

ORCA input file:
```
! RIJCOSX wB97M-V def2-TZVPD def2/J DEFGRID3
* xyz 0 3
O 1.5776 -1.2057 -0.8129
N 2.6615 -0.3031 0.9264
N -0.4762 -0.8205 -1.3561
N -0.5983 -0.0637 -0.3656
C 1.5940 -0.4549 0.2232
C -1.9277 0.5461 -0.2751
C 0.3370 0.2054 0.5255
H -1.8522 1.6279 -0.3782
H -2.3841 0.3081 0.6860
H 3.4435 -0.8315 0.5485
H -2.5365 0.1431 -1.0837
H 0.1614 0.8488 1.3618
*
```

Values from the calculation:
ΔE to the lowest compared entry with this formula, charge and spin = 28.5 kJ/mol
electronic energy = -356.63295 a.u.
HOMO (alpha / beta) = -8.735 / -8.739 eV
⟨S²⟩ = 2.0818
HOMO-LUMO gap (alpha / beta) = 0.3257 / 0.2446 Ha

---

2.
This record from the Open Molecules 2025 dataset describes the molecule C3H5N3O2S2 in a non-equilibrium geometry. The level of theory is ωB97M-V/def2-TZVPD.

ORCA input file:
```
! RIJCOSX wB97M-V def2-TZVPD def2/J DEFGRID3
* xyz 0 1
S 1.4604 1.3666 0.2566
S 2.0694 -0.6440 -0.5749
O 2.6389 2.1290 0.3411
O 0.3317 1.7733 -0.5447
N -0.4785 -0.9261 -0.1485
N -1.6155 -1.0783 -0.7256
N 0.4728 -0.8412 -1.1012
C -1.4594 -1.1094 -2.0495
C -0.0566 -1.1566 -2.2917
C 0.6512 0.8810 1.8365
H -2.3044 -1.0370 -2.7104
H 0.4612 -1.2245 -3.1747
H 0.2102 -0.1916 1.6009
H -0.2813 1.5382 1.9297
H 1.3266 0.8484 2.6468
*
```

Values from the calculation:
ΔE to the lowest compared entry with this formula, charge and spin = 173.7 kJ/mol
electronic energy = -1228.33010 a.u.
HOMO = -9.659 eV
SMILES = CS(=O)(=O)Sn1ccnn1
HOMO-LUMO gap = 0.3360 Ha

---

3.
This record from the Open Molecules 2025 dataset describes a cluster of 2 separate species, C3H5N3O9 in total in a non-equilibrium geometry. The level of theory is ωB97M-V/def2-TZVPD.

ORCA input file:
```
! RIJCOSX wB97M-V def2-TZVPD def2/J DEFGRID3
* xyz 0 1
O 3.8328 0.3991 0.7098
O 1.8339 -0.1916 2.3440
O 3.5124 1.0460 -1.4586
O 4.7605 -1.4449 -1.0372
O 4.0017 2.5131 0.0761
O 2.7090 -2.2002 -1.0758
O 1.4627 -2.0764 1.3338
O -1.7946 -0.3731 -1.3014
O 1.1429 0.9552 0.0180
N 2.1813 -1.1166 1.3673
N 3.7413 1.4684 -0.3919
N 3.6138 -1.5956 -0.5905
C 0.3247 0.4332 -0.6763
C -1.0399 -0.0542 -0.1243
C 3.2263 -0.7467 0.5990
H -0.9810 -1.0936 0.1922
H -1.5582 0.5185 0.6906
H 2.3464 0.6647 2.2956
H -2.2092 0.4372 -1.6537
H 0.2846 0.3014 -1.8426
*
```

Values from the calculation:
ΔE to the lowest compared entry with this formula, charge and spin = 426.1 kJ/mol
electronic energy = -958.31004 a.u.
HOMO (alpha / beta) = -9.707 / -9.706 eV
HOMO-LUMO gap (alpha / beta) = 0.3198 / 0.3199 Ha

---

4.
This record from the Open Molecules 2025 dataset describes the molecule C3H5N3OS in a non-equilibrium geometry. The level of theory is ωB97M-V/def2-TZVPD.

ORCA input file:
```
! RIJCOSX wB97M-V def2-TZVPD def2/J DEFGRID3
* xyz 0 1
S -1.5136 0.5015 -0.7402
O 3.2593 -0.7128 -0.2047
N 2.0067 1.2341 0.2967
N 0.9365 -0.5789 -0.7945
N 0.1073 0.7005 -0.8071
C -2.1416 -0.7914 0.6143
C 0.7996 1.4926 0.0376
C 2.1670 -0.0972 -0.1682
H 0.2894 2.2446 0.6920
H -3.3833 -0.3998 0.5775
H 1.0963 -1.2059 -1.5220
H -1.8851 -2.0768 0.4042
H -1.7386 -0.3105 1.6145
*
```

Values from the calculation:
ΔE to the lowest compared entry with this formula, charge and spin = 423.7 kJ/mol
electronic energy = -754.87767 a.u.
HOMO = -9.414 eV
SMILES = CSn1cnc(=O)[nH]1
HOMO-LUMO gap = 0.3568 Ha

---

What is the ΔE to the lowest compared entry with this formula, charge and spin in the second record? 173.7 kJ/mol